(1)
{
  "formula": "C16H46N4O5",
  "method": "ωB97M-V/def2-TZVPD",
  "max_force_ev_per_a": 12.023,
  "energy_ha": -1232.00978,
  "gap_ev": 8.5291,
  "relative_energy_kcal_mol": 228.4,
  "homo_energy_ha": -0.2963,
  "elements": ["O", "O", "O", "O", "O", "N", "N", "N", "N", "C", "C", "C", "C", "C", "C", "C", "C", "C", "C", "C", "C", "C", "C", "C", "C", "H", "H", "H", "H", "H", "H", "H", "H", "H", "H", "H", "H", "H", "H", "H", "H", "H", "H", "H", "H", "H", "H", "H", "H", "H", "H", "H", "H", "H", "H", "H", "H", "H", "H", "H", "H", "H", "H", "H", "H", "H", "H", "H", "H", "H", "H"],
  "xyz": [[41.19, 25.02, 45.20], [41.39, 19.94, 43.83], [41.77, 15.44, 45.46], [40.88, 20.66, 39.40], [37.05, 18.39, 43.95], [43.26, 20.45, 42.26], [42.80, 21.68, 45.46], [43.70, 18.34, 44.60], [40.47, 17.37, 43.10], [40.59, 15.18, 46.12], [44.73, 16.21, 45.08], [38.36, 18.23, 44.23], [43.46, 16.90, 44.75], [43.24, 23.66, 46.92], [38.37, 16.39, 42.18], [40.92, 25.78, 43.98], [39.01, 17.74, 42.79], [41.48, 20.09, 40.58], [40.42, 19.82, 38.44], [43.68, 21.18, 40.03], [42.21, 22.89, 45.93], [36.49, 19.52, 44.77], [42.69, 20.95, 41.12], [42.31, 16.63, 45.68], [41.85, 23.77, 44.74], [38.39, 15.48, 42.82], [44.32, 22.04, 40.29], [40.11, 25.35, 43.33], [40.65, 26.83, 44.15], [40.48, 20.07, 44.14], [45.25, 16.57, 45.97], [36.49, 19.17, 45.78], [42.23, 21.97, 41.42], [39.72, 19.21, 38.81], [44.23, 20.47, 39.63], [40.98, 18.28, 43.52], [45.52, 16.36, 44.29], [43.84, 19.57, 41.98], [41.46, 22.71, 46.65], [43.29, 16.51, 43.74], [38.66, 16.27, 41.16], [39.15, 18.64, 42.06], [41.76, 25.92, 43.23], [40.10, 14.24, 45.99], [35.40, 19.61, 44.77], [42.81, 16.50, 46.52], [40.79, 15.42, 47.21], [42.42, 20.21, 42.98], [40.70, 19.97, 41.16], [38.97, 19.13, 44.57], [38.41, 17.31, 44.90], [39.92, 15.85, 45.82], [40.86, 16.81, 43.64], [43.79, 21.16, 42.71], [43.07, 21.00, 46.10], [41.86, 19.12, 40.51], [42.67, 24.27, 47.44], [42.16, 21.12, 44.73], [37.16, 16.52, 42.18], [40.04, 20.42, 37.62], [41.26, 19.26, 37.86], [42.77, 18.60, 44.18], [44.61, 15.09, 45.08], [41.40, 17.40, 45.77], [37.08, 20.39, 44.71], [43.70, 18.76, 45.62], [42.59, 23.75, 44.04], [43.85, 22.92, 47.57], [41.08, 23.35, 44.34], [43.16, 21.46, 39.10], [43.89, 24.09, 46.33]]
}

(2)
{
  "formula": "C7H19N2O",
  "method": "ωB97M-V/def2-TZVPD",
  "max_force_ev_per_a": 3.602,
  "total_charge": 1,
  "energy_ha": -462.55452,
  "gap_ev": 11.5099,
  "relative_energy_kcal_mol": 77.2,
  "homo_energy_ha": -0.5177,
  "elements": ["O", "N", "N", "C", "C", "C", "C", "C", "C", "C", "H", "H", "H", "H", "H", "H", "H", "H", "H", "H", "H", "H", "H", "H", "H", "H", "H", "H", "H"],
  "xyz": [[-1.72, -0.82, -0.69], [0.99, 0.24, 1.46], [0.46, 0.68, -1.05], [-0.71, -1.16, 0.27], [0.17, 2.10, -1.48], [-1.03, 1.31, 1.10], [1.89, 0.63, -1.39], [0.17, -2.15, -0.50], [-0.07, 0.22, 0.68], [-1.42, -1.65, 1.55], [-2.24, -0.93, 2.10], [1.21, 1.14, 1.94], [1.64, -0.58, 1.48], [1.22, -2.14, -0.04], [2.51, -0.30, -1.07], [-0.68, -1.86, 2.31], [0.80, 2.42, -2.39], [-0.11, 0.16, -1.67], [0.14, -2.09, -1.66], [-1.17, 1.12, 2.19], [0.66, 2.68, -0.64], [2.12, 0.84, -2.47], [2.35, 1.34, -0.76], [-0.34, -3.12, -0.50], [-0.94, 2.22, -1.50], [-2.61, -1.02, -0.45], [-0.49, 2.30, 1.18], [-1.97, -2.66, 1.44], [-2.01, 1.29, 0.61]]
}

(3)
{
  "formula": "C49H49N3O5P3Sr",
  "method": "ωB97M-V/def2-TZVPD",
  "max_force_ev_per_a": 2.019,
  "total_charge": -1,
  "energy_ha": -3492.08241,
  "gap_ev": 6.6355,
  "relative_energy_kcal_mol": 0.0,
  "homo_energy_ha": -0.1543,
  "elements": ["Sr", "P", "P", "P", "O", "O", "O", "O", "O", "N", "N", "N", "C", "C", "C", "C", "C", "C", "C", "C", "C", "C", "C", "C", "C", "C", "C", "C", "C", "C", "C", "C", "C", "C", "C", "C", "C", "C", "C", "C", "C", "C", "C", "C", "C", "C", "C", "C", "C", "C", "C", "C", "C", "C", "C", "C", "C", "C", "C", "C", "C", "H", "H", "H", "H", "H", "H", "H", "H", "H", "H", "H", "H", "H", "H", "H", "H", "H", "H", "H", "H", "H", "H", "H", "H", "H", "H", "H", "H", "H", "H", "H", "H", "H", "H", "H", "H", "H", "H", "H", "H", "H", "H", "H", "H", "H", "H", "H", "H", "H"],
  "xyz": [[0.18, -0.09, -0.07], [-2.67, 0.77, -0.60], [0.74, -0.74, 2.91], [-0.13, 3.47, -2.15], [-0.12, -0.97, -2.10], [-0.02, 4.60, -3.30], [0.97, 4.02, -1.08], [0.07, 1.86, 0.95], [0.91, 2.32, -2.70], [2.18, -2.15, -0.02], [-1.55, -1.52, 1.03], [2.41, 0.70, -0.25], [2.96, 1.72, 0.28], [-4.10, 3.12, 3.15], [3.18, 3.43, 2.01], [0.08, -2.48, 2.71], [-3.48, -0.89, -0.44], [1.04, -3.03, -2.10], [2.49, -0.94, 3.45], [0.26, -2.04, -2.75], [-4.08, 1.64, -4.31], [0.93, 2.54, 1.63], [2.75, 4.21, 3.07], [-2.41, -3.18, 2.31], [-3.95, 1.03, 1.94], [3.25, -2.09, 3.26], [-0.40, -0.44, 6.87], [3.09, -0.12, -1.26], [-0.09, -0.30, 4.48], [-4.77, 2.41, -1.73], [0.33, -0.76, 5.73], [4.62, -2.09, 3.56], [-1.23, 0.48, 4.39], [-3.28, 1.66, 0.90], [3.33, -1.56, -0.77], [1.26, 5.06, -3.76], [0.51, 3.33, 2.74], [0.54, 5.05, -0.19], [-3.01, 3.03, 1.00], [-1.96, 0.80, 5.54], [3.12, 0.21, 3.94], [-3.42, 3.75, 2.11], [-2.84, -1.72, 0.66], [0.34, -3.43, -4.75], [1.39, 4.12, 3.43], [-3.42, -2.73, 1.41], [-3.37, 1.16, -3.22], [1.08, -4.40, -4.09], [-1.55, 0.34, 6.78], [0.49, 1.54, -3.84], [-4.35, 1.76, 3.06], [1.28, -2.82, -0.62], [-3.71, 1.54, -1.91], [2.33, 2.57, 1.31], [-5.47, 2.91, -2.83], [4.47, 0.20, 4.25], [-5.13, 2.53, -4.12], [-1.29, -2.41, 2.04], [-0.06, -2.27, -4.11], [1.42, -4.20, -2.76], [5.23, -0.95, 4.05], [2.44, -0.18, -2.15], [-2.50, -3.94, 3.07], [-5.68, 2.92, -4.97], [0.00, -2.97, 3.68], [-4.43, -3.11, 1.32], [4.16, -1.55, -0.07], [-3.20, 4.81, 2.18], [5.19, -2.99, 3.40], [0.19, 5.93, -0.74], [1.37, 1.01, -4.19], [0.49, -3.23, 0.03], [0.07, -3.57, -5.79], [-5.06, 2.72, -0.73], [-2.55, 0.47, -3.37], [0.12, 2.20, -4.64], [3.43, 4.85, 3.61], [1.67, 5.80, -3.07], [0.81, -3.03, 2.11], [1.97, 4.23, -3.84], [1.03, 4.70, 4.28], [-3.80, 1.33, -5.31], [1.38, -5.32, -4.60], [1.22, -1.37, 5.81], [-4.13, -0.04, 1.91], [2.79, -2.99, 2.87], [-0.26, 0.81, -3.55], [-2.47, 3.53, 0.21], [6.29, -0.95, 4.28], [-2.85, 1.41, 5.45], [-4.87, 1.24, 3.87], [1.99, -4.95, -2.22], [-0.54, 3.28, 3.01], [-4.55, -0.76, -0.27], [-1.56, 0.85, 3.42], [3.60, -2.17, -1.63], [2.55, 1.12, 4.07], [-0.64, -1.51, -4.63], [4.94, 1.11, 4.62], [-4.41, 3.68, 4.02], [1.40, 5.32, 0.42], [4.04, 0.32, -1.57], [-0.26, 4.69, 0.47], [-6.30, 3.60, -2.67], [4.23, 3.45, 1.72], [-2.11, 0.59, 7.67], [1.12, 5.51, -4.73], [3.98, 2.00, -0.02], [-3.35, -1.36, -1.42], [-0.07, -0.81, 7.84]]
}

Q: Which formula does entry 2 have?
A: C7H19N2O